(one)
6 unconnected molecules or ions with the total composition C2H14O6, computed with ωB97M-V/def2-TZVPD.

```
! wB97M-V def2-TZVPD RIJCOSX def2/J DEFGRID3
* xyz 0 1
O -2.24 2.54 0.02
H -2.03 1.73 -0.46
H -1.53 -1.14 2.61
H 0.01 0.45 -0.36
H 0.17 1.38 1.12
H -2.12 2.33 0.95
H 0.49 -2.22 2.87
H 0.41 -2.44 1.35
O -0.01 0.17 -3.04
H 0.80 0.64 -3.27
H 1.50 0.14 0.65
O -2.15 -0.43 2.38
H -1.96 -0.52 1.43
O 2.19 1.80 -1.28
O 0.60 -1.78 2.02
H 0.00 -2.66 -2.23
H 0.25 -0.57 -2.45
C 0.74 0.87 0.34
H 1.63 2.85 0.38
O 0.40 -2.34 -1.41
C 1.59 1.98 -0.25
H 1.26 -2.79 -1.38
*
```

## Properties
Structure (SMILES): CC=O.O.O.O.O.O
HOMO-LUMO gap (eV): 9.66
Highest occupied orbital energy (eV): -9.72
E_LUMO (eV): -0.1

(two)
A molecular structure, C2H14O6, computed with ωB97M-V/def2-TZVPD.

```
! wB97M-V def2-TZVPD RIJCOSX def2/J DEFGRID3
* xyz 0 1
H -0.28 0.88 -3.43
H 0.26 -1.29 -3.43
H 0.18 1.66 2.97
H -1.45 0.29 2.59
O 1.19 -0.06 -1.35
H 0.04 -1.66 -0.78
C -0.04 -0.75 -1.39
H -0.60 0.00 -0.82
O 2.25 0.15 0.61
H 2.85 0.12 -0.13
H -1.35 -1.67 -2.96
O -1.05 0.34 -3.21
H 2.79 0.45 1.34
H -0.67 0.64 3.70
O 0.01 -0.35 0.97
H 0.00 0.27 1.70
H -2.66 0.59 1.74
H 0.94 -0.51 0.80
O -0.44 0.95 2.82
H 0.95 0.87 -1.35
O -2.35 0.00 2.43
C -0.57 -0.92 -2.82
*
```

## Properties
HOMO-LUMO gap (eV): 9.16
Highest occupied orbital energy (eV): -9.28
E_LUMO (eV): -0.1

According to the calculations, the structures order from most to least stable as (one), (two).

(one)
A molecular structure, FeH12O6, computed with ωB97M-V/def2-TZVPD.

```
! wB97M-V def2-TZVPD RIJCOSX def2/J DEFGRID3
* xyz 2 5
H 2.81 0.28 -0.39
H 1.18 -2.13 -1.03
H 0.72 -1.44 2.38
O -0.08 2.02 0.63
H -1.03 1.19 -2.53
O 0.26 -1.95 -0.83
H -2.66 -0.16 1.06
H 2.01 0.84 -1.55
H -1.92 -1.48 0.96
H -0.19 -2.78 -1.00
H -2.11 0.63 -1.63
O 1.92 0.40 -0.70
O 0.71 -0.65 1.84
H 0.59 2.33 1.25
H 1.31 -0.05 2.28
H -0.49 2.82 0.30
O -1.83 -0.54 0.78
Fe -0.05 0.02 -0.07
O -1.16 0.65 -1.75
*
```

## Properties
⟨S²⟩: 6.01
HOMO-LUMO gap (spin up / spin down) (eV): 11.99 / 10.14
Highest occupied orbital energy (spin up / spin down) (eV): -19.00 / -17.27
E_LUMO (spin up / spin down) (eV): -7.0 / -7.1

(two)
A molecular structure, FeH12O6, computed with ωB97M-V/def2-TZVPD.

```
! wB97M-V def2-TZVPD RIJCOSX def2/J DEFGRID3
* xyz 2 5
H -0.33 -2.29 -1.36
H 2.05 1.59 -1.53
O 1.78 1.01 -0.80
H 1.54 -0.32 2.39
Fe 0.04 0.05 0.00
O 0.41 -1.68 -1.21
H -0.80 2.49 1.05
O -1.74 -1.07 0.65
O 1.25 -0.71 1.55
H 2.57 0.91 -0.25
H -1.08 0.90 -2.49
H -2.62 -1.24 0.30
H -0.66 1.58 2.29
H -2.06 1.31 -1.37
H 1.11 -1.93 -1.83
H -1.65 -1.64 1.43
H 1.84 -1.46 1.38
O -1.22 0.86 -1.54
O -0.45 1.63 1.34
*
```

## Properties
⟨S²⟩: 6.01
HOMO-LUMO gap (spin up / spin down) (eV): 12.15 / 10.19
Highest occupied orbital energy (spin up / spin down) (eV): -19.12 / -17.33
E_LUMO (spin up / spin down) (eV): -7.0 / -7.1

According to the calculations, the structures order from most to least stable as (two), (one).

(one)
3 unconnected molecules or ions with the total composition CH10N3O2, computed with ωB97M-V/def2-TZVPD.

```
! wB97M-V def2-TZVPD RIJCOSX def2/J DEFGRID3
* xyz 2 2
H -1.01 -0.29 1.35
C 0.74 -1.26 0.73
N 1.36 -2.46 0.78
H 1.09 -3.22 0.14
H -1.13 1.44 -0.56
N 1.46 -0.20 0.25
O -1.17 2.63 -2.50
O -1.23 1.49 0.42
H 0.90 0.65 0.25
H 2.39 -2.40 0.84
H -2.20 1.57 0.52
H -1.07 3.58 -2.61
H -0.98 2.27 -3.37
H -1.31 -1.85 0.88
H 2.36 -0.06 0.72
N -0.57 -1.14 0.96
*
```

## Properties
⟨S²⟩: 0.77
HOMO-LUMO gap (spin up / spin down) (eV): 10.74 / 3.06
Highest occupied orbital energy (spin up / spin down) (eV): -19.83 / -18.22
E_LUMO (spin up / spin down) (eV): -9.1 / -15.2

(two)
3 unconnected molecules or ions with the total composition CH10N3O2, computed with ωB97M-V/def2-TZVPD.

```
! wB97M-V def2-TZVPD RIJCOSX def2/J DEFGRID3
* xyz 2 2
C -1.24 0.40 -0.56
N -2.42 0.79 -0.98
H -3.21 0.15 -1.08
H -2.65 1.78 -0.94
N -0.20 1.30 -0.56
H 0.76 0.95 -0.28
H -0.34 2.31 -0.64
H 2.76 1.03 1.05
N -0.96 -0.81 -0.11
H 1.92 -2.87 0.92
O 1.72 -2.04 0.46
H -0.06 -1.17 0.25
O 1.79 1.05 1.12
H -1.62 -1.57 -0.29
H 2.18 -2.13 -0.40
H 1.57 0.84 2.04
*
```

## Properties
⟨S²⟩: 0.76
HOMO-LUMO gap (spin up / spin down) (eV): 10.91 / 5.03
Highest occupied orbital energy (spin up / spin down) (eV): -19.37 / -19.36
E_LUMO (spin up / spin down) (eV): -8.5 / -14.3

According to the calculations, the structures order from most to least stable as (two), (one).

(one)
A molecular structure, C7H8O, computed with ωB97M-V/def2-TZVPD.

```
! wB97M-V def2-TZVPD RIJCOSX def2/J DEFGRID3
* xyz 0 1
H 2.03 0.69 1.55
C 1.12 0.67 -0.56
C 1.12 -0.97 -0.27
C 0.34 -0.76 0.80
O 2.06 -1.66 -0.74
H -0.97 1.41 -2.04
C -2.12 -1.16 -0.12
H -0.03 -1.43 1.58
C -0.42 0.93 -0.86
H 1.74 1.28 -1.20
H 0.53 1.54 1.47
C -0.93 -0.33 -0.02
H -2.40 -2.02 0.42
H -0.48 2.10 0.06
C 0.98 0.56 0.95
H -2.57 -0.85 -1.03
*
```

## Properties
HOMO-LUMO gap (eV): 9.38
Highest occupied orbital energy (eV): -8.90
E_LUMO (eV): 0.5

(two)
C7H8O in the gas phase, computed with ωB97M-V/def2-TZVPD.

```
! wB97M-V def2-TZVPD RIJCOSX def2/J DEFGRID3
* xyz 0 1
C 0.84 -0.89 -1.02
H 1.33 1.26 -1.32
H -1.19 1.71 -0.93
H -0.74 0.31 -2.27
C 0.60 0.59 -0.70
O 0.87 1.45 1.72
C -1.33 -0.51 -0.26
C 0.48 0.65 0.94
H -0.67 -1.00 1.93
C -0.78 0.74 -1.23
H -2.44 -0.56 -0.22
C -0.26 -1.47 -0.13
H 1.69 -1.19 -0.64
H -0.62 -2.52 0.04
C -0.42 -0.52 1.01
H 0.80 -1.09 -2.11
*
```

## Properties
Structure (SMILES): O=C1[C@H]2C[C@@H]3[C@H](C2)[C@H]13
HOMO-LUMO gap (eV): 10.22
Highest occupied orbital energy (eV): -9.28
E_LUMO (eV): 0.9

According to the calculations, the structures order from most to least stable as (two), (one).